(1)
The following is a DFT calculation (the ωB97M-V functional and the def2-TZVPD basis) of a molecular structure, C61H53FGeN3P3PtS3.

Positions of all 126 atoms, in Å:
Pt  -0.493  -0.093  -0.107
F  -4.794  -0.156  2.780
Ge  -3.349  -0.148  1.741
C  -3.425  1.761  1.376
C  -4.553  2.363  1.965
C  -4.947  3.647  1.624
C  -4.245  4.366  0.670
C  -3.115  3.812  0.104
C  -2.674  2.534  0.477
P  -1.136  2.088  -0.365
C  -1.655  2.085  -2.083
C  -1.127  2.940  -3.051
C  -1.657  2.933  -4.333
C  -2.706  2.079  -4.652
C  -3.232  1.224  -3.691
C  -2.709  1.223  -2.408
C  -0.001  3.478  -0.096
C  -0.276  4.485  0.832
C  0.565  5.585  0.941
C  1.705  5.675  0.156
C  2.022  4.643  -0.719
C  1.176  3.552  -0.845
C  -2.252  -1.013  3.051
C  -2.966  -1.814  3.951
C  -2.310  -2.467  4.987
C  -0.939  -2.317  5.147
C  -0.223  -1.540  4.253
C  -0.878  -0.894  3.201
P  0.113  0.107  2.074
C  1.715  -0.725  2.003
C  1.861  -1.804  1.127
C  3.040  -2.537  1.107
C  4.084  -2.184  1.954
C  3.950  -1.097  2.812
C  2.772  -0.367  2.840
C  0.354  1.657  2.945
C  -0.529  2.016  3.964
C  -0.283  3.154  4.720
C  0.851  3.918  4.476
C  1.718  3.574  3.445
C  1.462  2.461  2.660
C  -4.053  -1.412  0.450
C  -5.442  -1.580  0.566
C  -6.094  -2.636  -0.048
C  -5.368  -3.577  -0.766
C  -4.005  -3.407  -0.923
C  -3.341  -2.314  -0.350
P  -1.572  -2.178  -0.773
C  -0.922  -3.775  -0.127
C  -0.884  -3.907  1.264
C  -0.467  -5.091  1.855
C  -0.074  -6.164  1.063
C  -0.124  -6.051  -0.318
C  -0.553  -4.866  -0.913
C  -1.574  -2.347  -2.589
C  -0.387  -2.677  -3.243
C  -0.318  -2.744  -4.624
C  -1.445  -2.450  -5.383
C  -2.627  -2.103  -4.750
C  -2.694  -2.049  -3.362
H  -5.138  1.808  2.678
H  -5.829  4.074  2.089
H  -4.570  5.355  0.372
H  -2.556  4.386  -0.625
H  -0.323  3.619  -2.805
H  -1.257  3.606  -5.082
H  -3.125  2.091  -5.651
H  -4.060  0.570  -3.939
H  -3.138  0.569  -1.654
H  -1.146  4.428  1.470
H  0.328  6.369  1.650
H  2.353  6.540  0.235
H  2.930  4.691  -1.309
H  1.430  2.742  -1.517
H  -4.034  -1.928  3.842
H  -2.876  -3.085  5.674
H  -0.425  -2.808  5.965
H  0.848  -1.444  4.378
H  1.054  -2.093  0.472
H  3.130  -3.397  0.453
H  4.999  -2.768  1.962
H  4.763  -0.825  3.475
H  2.677  0.467  3.521
H  -1.392  1.402  4.190
H  -0.962  3.425  5.519
H  1.058  4.786  5.091
H  2.595  4.177  3.246
H  2.140  2.206  1.850
H  -6.016  -0.891  1.169
H  -7.167  -2.742  0.063
H  -5.862  -4.435  -1.205
H  -3.448  -4.129  -1.509
H  -1.194  -3.081  1.896
H  -0.451  -5.175  2.936
H  0.254  -7.089  1.521
H  0.156  -6.892  -0.941
H  -0.624  -4.819  -1.990
H  0.493  -2.902  -2.656
H  0.609  -3.023  -5.111
H  -1.400  -2.491  -6.465
H  -3.508  -1.873  -5.338
H  -3.633  -1.788  -2.889
S  3.435  1.008  -0.226
C  5.100  0.910  -0.212
N  5.834  -0.165  0.078
C  7.269  -0.105  -0.204
C  7.637  1.369  -0.079
S  6.140  2.254  -0.616
H  5.357  -1.018  0.329
H  7.469  -0.471  -1.214
H  7.822  -0.718  0.504
H  8.476  1.640  -0.713
H  7.853  1.647  0.950
C  3.048  1.651  -3.897
N  3.147  0.279  -3.398
C  4.275  -0.529  -3.481
C  3.990  -1.671  -2.830
N  2.689  -1.534  -2.372
C  2.177  -0.337  -2.707
S  0.609  0.308  -2.452
H  3.900  1.841  -4.542
H  3.063  2.339  -3.054
H  2.128  1.772  -4.461
H  5.169  -0.211  -3.990
H  4.576  -2.561  -2.674
H  2.180  -2.207  -1.828

Computed properties:
**Multiplicity**: 1
**Highest occupied orbital energy**: -12.6 eV
**Charge**: +2

Mulliken population analysis, charges in e, atoms 1 to 6:
1 Pt 1.75
2 F -0.61
3 Ge 1.81
4 C -0.65
5 C -0.60
6 C -1.02

(2)
The following is a DFT calculation (the ωB97M-V functional and the def2-TZVPD basis) of a molecular structure, C34H44BBaN11O4S5.

Positions of all 100 atoms, in Å:
Ba  -0.567  0.499  0.317
C  -5.049  -3.704  2.755
C  -3.627  -4.108  3.144
C  -3.678  -5.471  3.831
C  -2.996  -3.101  4.105
N  -2.783  -4.217  1.918
C  -2.154  -5.376  1.486
C  -1.458  -5.068  0.375
N  -1.647  -3.731  0.115
B  -0.947  -2.878  -0.976
N  -1.978  -2.495  -2.053
C  -3.184  -3.127  -2.259
C  -3.891  -2.394  -3.138
N  -3.119  -1.294  -3.478
C  -1.936  -1.369  -2.806
S  -0.596  -0.305  -2.883
C  -3.567  -0.192  -4.380
C  -2.633  -0.106  -5.586
C  -3.599  1.118  -3.595
C  -4.978  -0.498  -4.877
N  0.229  -3.663  -1.582
C  0.300  -4.204  -2.844
C  1.553  -4.663  -3.024
N  2.265  -4.400  -1.863
C  1.434  -3.773  -0.978
S  1.746  -3.251  0.619
C  3.703  -4.735  -1.660
C  4.248  -5.387  -2.928
C  3.837  -5.728  -0.506
C  4.488  -3.450  -1.400
C  -2.455  -3.208  1.064
S  -2.977  -1.580  1.101
H  -5.668  -3.674  3.653
H  -5.475  -4.436  2.066
H  -5.068  -2.725  2.284
H  -4.295  -5.371  4.723
H  -2.689  -5.806  4.143
H  -4.133  -6.231  3.194
H  -3.600  -3.050  5.012
H  -2.951  -2.109  3.659
H  -1.986  -3.414  4.374
H  -2.239  -6.315  1.996
H  -0.822  -5.687  -0.233
H  -0.498  -1.919  -0.450
H  -3.450  -4.030  -1.740
H  -4.873  -2.566  -3.531
H  -1.615  0.122  -5.279
H  -2.985  0.681  -6.255
H  -2.633  -1.050  -6.134
H  -2.607  1.400  -3.252
H  -4.257  1.025  -2.728
H  -3.984  1.908  -4.243
H  -5.019  -1.425  -5.451
H  -5.280  0.314  -5.538
H  -5.697  -0.548  -4.059
H  -0.540  -4.192  -3.516
H  1.985  -5.138  -3.882
H  3.735  -6.322  -3.159
H  5.299  -5.617  -2.759
H  4.187  -4.721  -3.790
H  3.292  -6.647  -0.731
H  3.455  -5.312  0.422
H  4.892  -5.977  -0.376
H  4.367  -2.759  -2.237
H  5.547  -3.689  -1.295
H  4.143  -2.962  -0.492
O  -0.793  1.286  2.818
C  -1.842  1.277  3.451
C  -3.200  1.389  2.964
C  -4.204  1.150  3.905
C  -5.525  1.195  3.546
C  -5.901  1.522  2.234
C  -4.942  1.784  1.300
C  -3.549  1.709  1.605
O  -2.679  1.918  0.693
N  -6.551  0.904  4.537
O  -7.715  0.970  4.185
O  -6.192  0.607  5.663
H  -1.784  1.166  4.550
H  -3.938  0.911  4.927
H  -6.953  1.555  1.989
H  -5.211  2.026  0.280
N  3.327  -0.460  1.361
C  3.303  0.801  0.869
N  2.284  1.332  0.250
C  2.573  2.641  -0.122
C  3.789  3.097  0.245
S  4.672  1.858  1.057
C  1.554  3.416  -0.844
C  1.765  4.508  -1.611
S  0.260  5.124  -2.190
C  -0.563  3.835  -1.363
N  0.233  3.024  -0.723
N  -1.907  3.687  -1.422
H  2.712  -1.163  0.949
H  4.199  -0.811  1.715
H  4.203  4.082  0.114
H  2.692  4.980  -1.888
H  -2.445  4.453  -1.787
H  -2.351  3.123  -0.694

Computed properties:
**Multiplicity**: 1
**Highest occupied orbital energy**: -7.4 eV
**ΔE to the lowest compared entry with this formula, charge and spin**: 0.0 kJ/mol

Mulliken population analysis, charges in e, atoms 1 to 6:
1 Ba 1.81
2 C -1.55
3 C 1.21
4 C -2.22
5 C -1.17
6 N 0.63

(3)
The following is a DFT calculation (the ωB97M-V functional and the def2-TZVPD basis) of 2 unconnected molecules or ions with the total composition C5H14NO2.

Positions of all 22 atoms, in Å:
C  -1.475  -0.384  -1.879
C  -0.641  0.647  -1.104
N  -0.248  0.280  0.259
C  -1.366  0.321  1.195
C  0.938  1.027  0.705
C  1.775  0.049  1.627
O  1.101  -0.230  2.761
H  -0.833  -0.842  -2.639
H  -2.367  0.041  -2.346
H  -1.852  -1.156  -1.220
H  0.284  1.002  -1.574
H  -1.308  1.530  -1.157
H  -1.844  -0.671  1.175
H  -2.066  1.143  0.999
H  -0.949  0.440  2.192
H  1.659  1.239  -0.088
H  0.719  1.814  1.427
H  2.823  0.375  1.994
H  1.808  -0.891  1.021
H  0.997  -2.541  -1.547
H  1.301  -1.434  -0.458
O  1.547  -1.760  -1.344

Computed properties:
**Multiplicity**: 1
**Highest occupied orbital energy**: -2.3 eV
**ΔE to the lowest compared entry with this formula, charge and spin**: 193.3 kJ/mol
**Charge**: -1

natural (NBO) population analysis, charges in e, atoms 1 to 6:
1 C -0.63
2 C -0.21
3 N -0.46
4 C -0.44
5 C -0.30
6 C 0.00

(4)
The following is a DFT calculation (the ωB97M-V functional and the def2-TZVPD basis) of C24H26O6 in the gas phase.

Positions of all 56 atoms, in Å:
C  -5.835  -0.718  0.135
O  -5.102  -1.183  -0.987
C  -3.795  -1.568  -0.689
C  -3.589  -2.951  -0.533
O  -4.621  -3.799  -0.702
C  -2.336  -3.416  -0.198
C  -1.285  -2.515  -0.052
O  -0.109  -3.071  0.308
C  0.983  -2.292  0.470
C  2.141  -2.913  0.903
C  3.298  -2.164  1.077
O  4.392  -2.819  1.522
C  3.319  -0.792  0.804
C  4.582  0.021  0.963
C  5.557  -0.267  -0.147
C  6.071  0.626  -0.982
C  7.049  0.223  -2.044
C  5.748  2.093  -0.930
C  2.151  -0.171  0.360
O  2.176  1.139  0.098
C  0.953  -0.916  0.205
C  -0.283  -0.263  -0.197
O  -0.308  0.948  -0.457
C  -1.459  -1.136  -0.272
C  -2.754  -0.661  -0.587
C  -3.062  0.794  -0.768
C  -3.242  1.467  0.566
C  -3.882  2.616  0.748
C  -4.027  3.236  2.105
C  -4.506  3.372  -0.391
H  -5.940  -1.505  0.892
H  -6.818  -0.443  -0.243
H  -5.358  0.152  0.594
H  -5.382  -3.269  -0.995
H  -2.161  -4.468  -0.046
H  2.149  -3.969  1.107
H  5.132  -2.201  1.599
H  4.310  1.074  0.962
H  5.049  -0.198  1.932
H  5.834  -1.308  -0.267
H  7.258  -0.844  -2.010
H  6.655  0.468  -3.030
H  7.986  0.766  -1.917
H  4.674  2.252  -0.879
H  6.132  2.597  -1.813
H  6.201  2.554  -0.052
H  1.252  1.392  -0.179
H  -2.245  1.283  -1.303
H  -3.970  0.893  -1.368
H  -2.790  0.963  1.410
H  -3.568  2.617  2.872
H  -3.554  4.218  2.121
H  -5.082  3.371  2.347
H  -3.753  3.620  -1.138
H  -5.272  2.771  -0.882
H  -4.963  4.292  -0.039

Computed properties:
**Structure (SMILES)**: COc1c(O)cc2oc3cc(O)c(CC=C(C)C)c(O)c3c(=O)c2c1CC=C(C)C
**Multiplicity**: 1
**Highest occupied orbital energy**: -8.2 eV
**ΔE to the lowest compared entry with this formula, charge and spin**: 6.9 kJ/mol

natural (NBO) population analysis, charges in e, atoms 1 to 6:
1 C -0.26
2 O -0.55
3 C 0.23
4 C 0.31
5 O -0.65
6 C -0.32

| no. | E (eV) |
| --- | --- |
| 1 | -191432.3810 |
| 2 | -116107.3173 |
| 3 | -10995.6023 |
| 4 | -37594.8319 |